1.
Molecular formula: C5H10O
Method: DFT, ωB97M-V/def2-TZVPD

Its calculated total energy is -271.61865 hartree. The total charge is 0.

Each line ends with the natural charge from an NBO analysis.
Geometry (Å):
O (0.58, 1.77, -0.10)  -0.690
C (-1.67, 0.43, -0.94)  -0.617
C (1.92, -0.29, -0.20)  -0.637
C (0.73, 0.58, 0.21)  0.343
C (-0.63, -0.46, 1.21)  -0.254
C (-0.70, -0.45, -0.20)  -0.300
H (-1.20, 0.82, -1.85)  0.230
H (1.87, -1.30, 0.24)  0.205
H (-0.23, -1.31, 1.75)  0.227
H (-1.22, 0.25, 1.79)  0.233
H (1.96, -0.37, -1.29)  0.221
H (-1.93, 1.30, -0.33)  0.228
H (-2.58, -0.11, -1.20)  0.214
H (-0.38, -1.36, -0.71)  0.218
H (0.72, 0.36, 1.42)  0.153
H (2.84, 0.20, 0.15)  0.228


2.
Molecular formula: C23H32N2O4
Method: DFT, ωB97M-V/def2-TZVPD

Its calculated total energy is -1306.11216 hartree. The total charge is 0. Its structure (SMILES) is COc1cc(C(=O)NCCC2=CCCCC2)ccc1OC1CCN(C(C)=O)CC1.

Each line ends with the natural charge from an NBO analysis.
Geometry (Å):
O (-2.42, 0.37, -0.24)  -0.527
O (-4.57, 3.23, -5.87)  -0.631
O (-1.27, 2.88, -1.07)  -0.498
O (3.27, -1.40, 0.04)  -0.619
N (-4.49, 3.47, -3.63)  -0.445
N (1.74, -2.11, 1.54)  -0.613
C (-4.47, 4.23, -2.41)  -0.213
C (-2.94, -0.91, 0.06)  -0.251
C (-2.67, 2.01, -2.88)  -0.438
C (3.17, -2.64, 3.48)  -0.431
C (-4.08, 2.09, -3.45)  -0.225
C (4.06, -3.70, 4.07)  0.006
C (2.18, -1.28, 0.55)  0.661
C (3.39, -4.76, 4.90)  -0.436
C (-4.66, 3.95, -4.89)  0.688
C (0.82, 1.98, -0.70)  -0.238
C (2.59, -3.11, 2.14)  -0.215
C (-3.06, 4.23, -1.80)  -0.410
C (-1.06, 0.55, -0.25)  0.287
C (4.27, -5.99, 5.06)  -0.390
C (-0.17, -0.44, 0.15)  -0.285
C (5.67, -5.56, 5.49)  -0.391
C (5.37, -3.70, 3.85)  -0.181
C (1.70, 0.99, -0.30)  -0.167
C (6.31, -4.73, 4.39)  -0.435
C (-2.60, 2.79, -1.57)  0.096
C (-4.99, 5.42, -5.02)  -0.713
C (1.21, -0.23, 0.14)  -0.148
C (-0.56, 1.79, -0.69)  0.263
H (-4.02, -0.82, -0.07)  0.202
H (2.44, -5.03, 4.44)  0.205
H (3.41, -3.28, 1.43)  0.238
H (-5.13, 5.64, -6.07)  0.245
H (5.82, -2.93, 3.24)  0.202
H (-5.92, 5.66, -4.49)  0.224
H (-4.80, 5.25, -2.58)  0.219
H (0.90, -1.86, 2.04)  0.389
H (-0.55, -1.40, 0.46)  0.218
H (3.16, -4.34, 5.88)  0.208
H (-1.96, 2.46, -3.59)  0.214
H (-3.06, 4.78, -0.86)  0.218
H (3.73, -1.72, 3.31)  0.219
H (2.76, 1.15, -0.33)  0.235
H (6.29, -6.44, 5.71)  0.207
H (1.19, 2.94, -1.04)  0.228
H (-2.55, -1.67, -0.62)  0.181
H (-3.25, 2.32, -0.82)  0.192
H (-2.36, 4.71, -2.49)  0.208
H (3.83, -6.67, 5.80)  0.206
H (7.22, -4.24, 4.76)  0.212
H (4.33, -6.52, 4.11)  0.197
H (5.60, -4.97, 6.40)  0.195
H (-2.73, -1.20, 1.09)  0.175
H (-2.39, 0.97, -2.72)  0.221
H (6.62, -5.38, 3.56)  0.207
H (2.34, -2.43, 4.17)  0.196
H (-4.19, 6.04, -4.63)  0.223
H (2.02, -4.03, 2.26)  0.187
H (-4.79, 1.60, -2.77)  0.183
H (-4.13, 1.60, -4.43)  0.256
H (-5.16, 3.75, -1.70)  0.190


3.
Molecular formula: C9H52BrCdNO18
Method: DFT, ωB97M-V/def2-TZVPD

Its calculated total energy is -4524.87863 hartree. The total charge is 0.

Each line ends with the Löwdin charge.
Geometry (Å):
Cd (-0.11, 1.21, 0.11)  1.155
Br (-0.71, 3.66, -0.05)  0.162
O (-0.08, 1.05, 2.10)  -0.164
O (-4.03, 4.14, 0.56)  -0.093
O (-4.94, 1.27, -0.30)  -0.027
O (-2.88, -1.02, -2.67)  -0.032
O (3.76, 0.85, -2.45)  -0.047
O (1.47, -0.17, -3.82)  -0.029
O (0.25, 4.70, 3.09)  -0.112
O (1.52, 0.78, 4.27)  -0.024
O (0.24, -0.95, 0.11)  -0.374
O (-2.33, -2.65, -0.74)  -0.083
O (0.03, 1.30, -2.07)  -0.159
O (-0.73, 4.68, -3.34)  -0.085
O (-2.49, 1.28, 3.35)  -0.019
O (-2.23, 0.59, -0.14)  -0.132
O (2.00, 1.51, 0.21)  -0.137
O (2.89, 3.83, 0.76)  -0.042
O (-2.30, 1.54, -4.05)  -0.026
O (-2.33, 4.70, 3.56)  -0.034
N (0.76, -2.28, 0.15)  -0.163
C (2.01, -4.31, -0.85)  -0.098
C (-0.30, -2.72, 2.37)  -0.030
C (1.02, -2.78, 1.56)  -0.486
C (2.78, -1.97, -1.37)  -0.042
C (2.41, -4.70, 0.65)  -0.185
C (1.49, -2.84, -1.08)  -0.426
C (2.21, -2.10, 2.15)  -0.040
C (1.32, -4.30, 1.54)  -0.200
C (0.49, -2.82, -2.26)  -0.062
H (3.37, -4.23, 0.87)  0.100
H (0.81, -3.24, -3.21)  0.080
H (3.28, 0.82, -3.27)  0.011
H (-3.06, 0.95, -0.47)  0.002
H (-2.65, 4.04, 2.93)  0.029
H (-0.86, 1.06, 2.65)  0.002
H (2.89, -4.42, -1.47)  0.098
H (-5.64, 0.81, 0.17)  0.061
H (-0.31, -3.56, -2.18)  0.083
H (-0.63, 4.88, 3.43)  -0.039
H (-0.19, -2.97, 3.43)  0.076
H (3.22, -2.13, -2.36)  0.077
H (-3.41, -1.13, -3.46)  0.063
H (-0.96, -3.40, 1.83)  0.079
H (1.57, -1.04, -3.44)  0.015
H (-4.65, 4.09, -0.17)  0.018
H (1.02, -0.32, -4.65)  0.077
H (0.42, -4.86, 1.29)  0.122
H (-5.10, 1.07, -1.22)  0.050
H (2.40, 2.37, 0.13)  -0.017
H (-2.22, -0.37, -2.92)  0.020
H (0.16, -1.80, -2.44)  0.055
H (-2.99, 4.72, 4.25)  0.058
H (3.99, 1.77, -2.33)  0.041
H (-0.73, -1.72, 2.45)  0.055
H (2.70, 0.89, 0.01)  0.046
H (-0.54, 1.77, -2.67)  0.004
H (2.41, 0.42, 4.26)  0.056
H (-2.48, -0.22, 0.30)  0.045
H (3.05, -2.15, 1.46)  0.069
H (-1.41, -2.42, -0.60)  -0.026
H (2.47, -0.93, -1.30)  0.040
H (1.70, -4.72, 2.48)  0.119
H (-1.96, 1.88, -4.88)  0.059
H (3.08, 4.75, 0.61)  0.071
H (-3.07, 2.09, -3.86)  0.056
H (2.55, -5.75, 0.88)  0.109
H (0.63, 0.81, 2.70)  0.002
H (-2.64, -2.01, -1.38)  -0.051
H (-1.51, 4.25, -3.70)  -0.001
H (-3.23, 0.67, 3.31)  0.062
H (1.32, -5.02, -1.31)  0.102
H (2.44, -2.55, 3.12)  0.088
H (-2.71, 1.89, 4.05)  0.052
H (3.53, -2.26, -0.64)  0.071
H (-0.64, 4.31, -2.47)  -0.117
H (0.10, 4.38, 2.20)  -0.120
H (-3.30, 3.58, 0.29)  -0.094
H (0.99, 0.09, 4.67)  0.058
H (0.56, 0.74, -2.64)  -0.008
H (3.08, 3.69, 1.69)  0.068
H (1.99, -1.04, 2.27)  0.056


4.
Molecular formula: C2H8NO2
Method: DFT, ωB97M-V/def2-TZVPD

Its calculated total energy is -286.18931 hartree. The total charge is -1.

Each line ends with the natural charge from an NBO analysis.
Geometry (Å):
O (0.52, -1.78, 0.59)  -0.819
O (-0.46, 0.59, 1.07)  -0.951
N (0.65, 2.20, -0.71)  -0.915
C (-0.02, 1.86, 0.68)  0.108
C (-0.37, -2.46, -0.27)  -0.246
H (-0.83, 2.50, 0.74)  0.098
H (-0.43, -1.84, -1.22)  0.141
H (0.11, -3.37, -0.72)  0.137
H (-0.02, 2.17, -1.57)  0.318
H (0.67, 2.09, 1.47)  0.108
H (1.14, 1.34, -0.94)  0.334
H (-1.22, -2.54, 0.32)  0.169
H (0.26, -0.77, 0.55)  0.518


5.
Molecular formula: C4H4O3
Method: DFT, ωB97M-V/def2-TZVPD

Its calculated total energy is -380.46133 hartree. The total charge is 0. Its structure (SMILES) is O=CC1(C=O)CO1.

Each line ends with the natural charge from an NBO analysis.
Geometry (Å):
O (2.29, 0.69, -0.11)  -0.474
O (0.99, -1.61, 1.35)  -0.475
O (-0.86, 0.11, -1.23)  -0.450
C (0.45, -1.42, 0.29)  0.422
C (1.13, 1.00, -0.17)  0.427
C (-1.37, 0.38, 0.06)  -0.075
C (0.03, -0.03, -0.12)  -0.024
H (-1.61, 1.42, 0.28)  0.195
H (0.80, 2.04, -0.34)  0.124
H (0.24, -2.24, -0.43)  0.131
H (-2.09, -0.35, 0.44)  0.199


6.
Molecular formula: C15H35ClO10S5
Method: DFT, ωB97M-V/def2-TZVPD

Its calculated total energy is -3795.94723 hartree. The total charge is 0.

Each line ends with the natural charge from an NBO analysis.
Geometry (Å):
Cl (-3.58, 1.39, -4.06)  -0.013
S (1.05, -3.17, -5.05)  2.376
S (-3.13, 5.32, -4.05)  1.261
S (3.61, -2.89, 2.96)  1.242
S (-0.33, -1.90, 2.24)  1.270
S (3.32, 1.11, 6.74)  1.263
O (0.98, -2.83, -6.43)  -0.930
O (3.85, 0.10, 5.79)  -1.004
O (2.36, -2.86, 3.77)  -1.013
O (0.48, -4.65, -4.95)  -0.873
O (-1.56, 2.36, -2.80)  -0.508
O (-0.67, -1.87, 0.78)  -1.021
O (0.03, 2.82, -1.21)  -0.572
O (2.32, -3.09, -4.42)  -0.939
O (-4.45, 5.44, -3.36)  -0.987
O (-1.50, 1.15, -0.95)  -0.476
C (-2.08, 1.09, -3.17)  0.065
C (-2.29, -1.93, -2.94)  -0.407
C (3.56, -1.46, 1.88)  -0.833
C (-0.11, -2.13, -4.18)  -0.688
C (-0.91, 2.16, -1.60)  0.970
C (-3.04, 6.67, -5.24)  -0.833
C (-0.13, -3.62, 2.70)  -0.816
C (1.74, 0.49, 7.33)  -0.831
C (4.94, -2.28, 4.01)  -0.841
C (2.63, 2.45, 5.76)  -0.832
C (-1.86, -1.05, -1.76)  -0.415
C (-1.87, -1.65, 3.13)  -0.831
C (-1.89, 5.98, -2.93)  -0.831
C (-1.15, -2.86, -3.33)  -0.400
C (-2.34, 0.38, -1.85)  0.059
H (-0.64, -1.56, -4.94)  0.246
H (4.51, -1.37, 1.35)  0.229
H (-2.05, 6.70, -5.68)  0.226
H (-3.11, -2.58, -2.65)  0.219
H (3.37, -0.56, 2.47)  0.239
H (0.76, -3.99, 2.21)  0.246
H (-1.82, 5.30, -2.08)  0.245
H (-2.62, -1.35, -3.80)  0.201
H (-1.69, -1.78, 4.20)  0.230
H (2.12, 3.15, 6.41)  0.229
H (-0.79, -1.02, -1.68)  0.222
H (-2.62, -2.37, 2.78)  0.226
H (0.00, -3.69, 3.78)  0.248
H (-1.00, -4.18, 2.37)  0.215
H (1.25, 1.25, 7.94)  0.227
H (0.45, -1.45, -3.56)  0.251
H (5.84, -2.18, 3.41)  0.223
H (4.66, -1.33, 4.44)  0.276
H (-2.27, -1.49, -0.86)  0.253
H (1.12, 0.21, 6.48)  0.234
H (1.95, 2.04, 5.02)  0.233
H (-0.93, 6.02, -3.45)  0.229
H (-2.19, 6.97, -2.59)  0.227
H (3.46, 2.95, 5.26)  0.242
H (-0.71, -3.23, -2.41)  0.215
H (-2.21, -0.64, 2.94)  0.237
H (-3.27, 7.61, -4.75)  0.228
H (1.94, -0.39, 7.94)  0.243
H (5.10, -3.01, 4.80)  0.236
H (2.75, -1.60, 1.16)  0.239
H (-3.37, 0.49, -1.55)  0.210
H (-1.51, -3.72, -3.88)  0.221
H (-1.33, 0.64, -3.82)  0.200
H (-3.78, 6.48, -6.02)  0.238
H (0.67, -5.00, -4.08)  0.506